(1)
3 unconnected molecules or ions with the total composition C12H11FN2O8S. Source: the OMol25 dataset; level of theory: ωB97M-V with the def2-TZVPD basis set.

Summary:
HOMO level, eV: -9.637
Structure (SMILES): O=C1C=C(S(=O)(=O)F)C(=O)c2ccccc21.C[N+](=O)[O-].C[N+](=O)[O-]
Net charge: 0
Frontier orbital gap, eV: 6.99

XYZ file:
```
35
C12H11FN2O8S ωB97M-V with the def2-TZVPD basis set
S -1.909 0.200 -2.697
F -3.225 0.025 -1.558
O -7.450 -0.440 -2.167
O 0.465 4.564 -0.322
O 4.140 -3.410 1.820
O 4.721 -2.122 3.510
O -2.404 1.192 -3.799
O 1.614 -0.404 -2.341
O -1.511 -1.184 -3.270
O -8.101 0.566 -4.015
N 4.397 -3.206 3.013
N -7.239 0.136 -3.240
C -5.816 0.327 -3.631
C 1.230 2.220 0.661
C -0.871 2.428 -1.188
C 2.513 -0.302 0.947
C 0.287 3.227 -0.284
C -0.529 1.056 -1.739
C 0.971 0.373 -1.453
C 4.306 -4.376 3.928
C 1.604 0.729 0.052
C 2.660 1.637 3.037
C 3.036 0.152 2.437
C 1.736 2.698 2.147
H -5.780 0.844 -4.592
H 3.018 2.034 4.085
H 4.557 -4.052 4.940
H -5.360 -0.662 -3.709
H 1.420 3.768 2.531
H 3.697 -0.600 3.087
H -1.932 2.905 -1.353
H 5.017 -5.126 3.575
H 3.281 -4.749 3.885
H 2.794 -1.370 0.555
H -5.338 0.925 -2.853
```

---

(2)
A molecular structure, C54H42ILuP3Si. Source: the OMol25 dataset; level of theory: ωB97M-V with the def2-TZVPD basis set.

Summary:
HOMO level, eV: -9.821
Net charge: +1
Frontier orbital gap, eV: 7.17

XYZ file:
```
102
C54H42ILuP3Si ωB97M-V with the def2-TZVPD basis set
Lu -0.563 0.121 0.389
I -2.629 0.943 2.129
P 1.644 1.681 1.223
P -1.134 -1.592 -1.775
P 0.392 -1.971 1.964
Si 1.757 -0.837 -0.712
C 0.016 -2.184 3.731
C -0.015 -5.440 -0.214
C 0.180 -3.436 4.335
C 2.212 -2.125 1.803
C 0.501 -4.264 0.320
C 4.162 3.114 -1.667
C 4.168 -1.937 0.423
C 4.350 -2.863 2.627
C -2.630 0.734 -1.662
C 4.212 2.058 -2.566
C 4.939 -2.512 1.420
C 0.266 6.007 1.943
C -0.468 -2.518 6.456
C 2.111 1.111 3.887
C 2.794 -1.731 0.588
C 3.522 0.882 -2.305
C 0.095 -2.932 -3.902
C 2.659 -2.459 -2.971
C 4.207 0.355 4.780
C -2.597 -2.367 -2.496
C -4.290 -2.564 -4.198
C -0.663 2.436 -2.660
C 1.751 4.199 2.501
C 4.017 0.864 2.437
C 1.117 3.383 1.571
C 3.406 2.991 -0.513
C 2.704 1.815 -0.258
C -4.183 -4.178 -2.416
C -2.868 2.098 -1.748
C -1.256 -5.903 0.194
C -0.233 -3.537 1.251
C -3.202 -1.897 -3.663
C 0.052 3.892 0.834
C 1.181 -3.462 -4.577
C 1.588 -1.903 -2.268
C 2.679 1.192 2.618
C -4.780 -3.707 -3.576
C 2.872 0.692 4.965
C -1.889 2.947 -2.252
C 2.993 -2.668 2.821
C 2.465 -3.231 -4.106
C -1.403 0.198 -2.100
C 0.294 -2.161 -2.758
C 2.759 0.723 -1.146
C -0.372 5.198 1.011
C -1.495 -3.993 1.635
C 4.778 0.445 3.519
C -0.420 1.069 -2.584
C -1.996 -5.177 1.121
C 1.323 5.506 2.687
C -0.652 -1.280 5.864
C -3.096 -3.507 -1.875
C -0.411 -1.116 4.507
C -0.056 -3.601 5.688
H -4.755 -2.195 -5.102
H 2.579 3.821 3.089
H -0.596 -0.154 4.050
H -0.474 3.276 0.106
H -2.077 4.010 -2.315
H 4.467 0.927 1.454
H 0.564 -5.997 -0.936
H -2.081 -3.433 2.354
H -0.906 -3.134 -4.260
H 1.022 -4.062 -5.462
H 4.792 2.153 -3.475
H 2.423 0.626 5.946
H 3.575 0.079 -3.030
H -0.996 -0.441 6.453
H -1.201 5.580 0.432
H 4.803 0.027 5.620
H 5.817 0.184 3.372
H 2.551 -2.933 3.772
H -5.630 -4.226 -3.997
H 4.700 4.030 -1.866
H -3.812 2.498 -1.405
H 3.343 3.821 0.180
H 0.106 3.095 -3.042
H 1.817 6.136 3.414
H 1.076 1.390 4.042
H -2.965 -5.533 1.443
H 3.672 -2.303 -2.619
H -0.658 -2.648 7.513
H -1.647 -6.829 -0.207
H -2.825 -1.010 -4.156
H 0.074 -4.574 6.142
H -2.640 -3.874 -0.962
H -3.389 0.076 -1.252
H 1.480 -3.924 0.008
H 0.482 -4.290 3.741
H 5.999 -2.666 1.268
H -0.067 7.025 2.094
H 4.948 -3.284 3.425
H -4.567 -5.063 -1.927
H 4.650 -1.620 -0.494
H 0.536 0.677 -2.910
H 3.314 -3.659 -4.622
```

---

(3)
A single C5H7NO2 molecule. Source: the OMol25 dataset; level of theory: ωB97M-V with the def2-TZVPD basis set.

Summary:
HOMO level, eV: -8.749
Energy relative to the best compared isomer or geometry (same formula, charge and spin), eV: 3.305
Structure (SMILES): O=C1[C@H]2CO[C@@H]1CN2
Net charge: 0
Frontier orbital gap, eV: 9.60

XYZ file:
```
15
C5H7NO2 ωB97M-V with the def2-TZVPD basis set
O 2.033 -0.986 0.187
O -1.518 -0.537 0.726
N 0.070 1.310 -0.934
C 0.048 -0.087 -1.031
C 0.041 1.474 0.552
C 0.930 -0.539 0.111
C -0.155 0.016 1.148
C -1.311 -0.868 -0.748
H -0.803 1.989 0.938
H 0.764 -0.321 -1.937
H 0.885 1.947 0.930
H -2.167 -0.256 -1.163
H -0.134 -0.101 2.271
H -1.408 -1.913 -0.860
H 0.933 1.693 -1.137
```

---

(4)
A molecular structure, C31H19AuBrF4NO5P. Source: the OMol25 dataset; level of theory: ωB97M-V with the def2-TZVPD basis set.

Summary:
HOMO level, eV: -11.641
Energy relative to the best compared isomer or geometry (same formula, charge and spin), eV: 0.662
Net charge: +1
Frontier orbital gap, eV: 7.34

XYZ file:
```
63
C31H19AuBrF4NO5P ωB97M-V with the def2-TZVPD basis set
Au 1.026 -0.264 -0.574
Br 0.911 -2.222 -3.058
P -1.268 -0.532 -0.781
F -3.869 -0.240 -2.015
F -4.715 -0.771 -4.482
F -0.508 -2.465 -5.597
F -3.013 -1.873 -6.293
O 0.832 1.211 -1.891
O 0.994 -2.890 2.543
O 0.072 0.762 2.020
O 1.191 -1.823 0.635
O 1.830 3.074 -2.585
N 3.022 0.457 -0.538
C 1.811 -0.686 2.718
C -0.830 -1.599 -3.427
C -1.497 -3.015 0.366
C 4.268 2.334 -1.291
C -1.990 2.055 -1.489
C -2.595 -1.589 -5.075
C -2.066 -1.743 0.264
C -3.304 -1.472 0.851
C 2.959 -0.906 3.475
C -1.676 -0.979 -2.497
C -1.875 1.124 -0.458
C 1.857 2.049 -1.965
C -2.993 -0.744 -2.885
C -2.374 3.353 -1.200
C 3.102 1.605 -1.229
C 4.094 -0.023 0.092
C 3.572 0.131 4.159
C 1.244 0.584 2.714
C -2.119 1.504 0.864
C 3.010 1.401 4.119
C -3.367 -3.721 1.695
C -3.459 -1.027 -4.156
C 1.843 1.626 3.408
C 5.299 0.656 0.070
C -3.947 -2.465 1.568
C -2.150 -3.997 1.090
C 1.253 -1.868 1.966
C -2.504 2.806 1.141
C -2.633 3.728 0.111
C 5.387 1.852 -0.625
C -1.292 -1.882 -4.700
H -2.013 0.787 1.668
H -1.763 1.778 -2.509
H -2.711 3.098 2.162
H 3.364 -1.909 3.515
H -3.774 -0.505 0.736
H -1.696 -4.973 1.191
H 3.975 -0.958 0.618
H 1.383 2.608 3.405
H 3.468 2.217 4.661
H 6.147 0.242 0.595
H -2.936 4.743 0.331
H -2.465 4.074 -2.001
H -0.542 -3.231 -0.089
H 6.319 2.400 -0.656
H 4.271 3.251 -1.863
H -0.253 1.662 2.149
H -4.905 -2.258 2.026
H -3.872 -4.490 2.265
H 4.467 -0.054 4.737
```

---

Look up the HOMO level of the fourth one.
-11.641 eV

---

Number 3 is which compound?
C5H7NO2

---

Look up the net charge of the first one.
0